# 1
{
  "formula": "C36H75N4O10",
  "method": "the ωB97M-V functional and the def2-TZVPD basis",
  "symbols": ["C", "C", "C", "C", "C", "C", "N", "O", "C", "C", "C", "H", "H", "H", "H", "H", "H", "H", "H", "H", "H", "H", "H", "H", "H", "H", "H", "H", "H", "C", "C", "C", "N", "C", "C", "C", "C", "C", "H", "H", "H", "H", "H", "H", "H", "H", "H", "H", "H", "H", "H", "H", "H", "H", "H", "H", "C", "C", "C", "N", "C", "C", "C", "C", "C", "H", "H", "H", "H", "H", "H", "H", "H", "H", "H", "H", "H", "H", "H", "H", "H", "H", "H", "C", "C", "C", "N", "C", "C", "C", "C", "C", "H", "H", "H", "H", "H", "H", "H", "H", "H", "H", "H", "H", "H", "H", "H", "H", "H", "H", "O", "C", "O", "O", "H", "O", "C", "O", "O", "H", "O", "C", "O", "O", "H"],
  "positions_angstrom": [[4.3418, 2.5814, -0.4478], [2.8724, 3.0962, -0.6748], [1.8008, 1.9955, -0.5542], [1.4430, 1.7171, 0.9339], [1.0263, 2.9923, 1.7195], [2.1404, 4.0241, 1.8001], [2.6303, 4.2488, 0.3913], [3.4227, 5.4169, 0.1328], [3.3111, 3.4868, 2.7422], [1.4968, 5.3535, 2.2767], [2.7366, 3.8849, -2.0167], [4.6910, 2.0204, -1.3146], [4.2890, 1.8609, 0.3684], [5.1025, 3.2723, -0.0845], [1.9612, 1.0839, -1.1299], [0.8753, 2.3755, -0.9868], [2.1398, 1.1195, 1.5216], [0.6442, 0.9930, 1.0943], [0.7709, 2.6903, 2.7352], [0.1518, 3.4548, 1.2617], [4.0510, 4.2461, 2.9955], [3.8819, 2.6674, 2.3055], [2.9370, 3.1094, 3.6940], [2.2371, 6.1512, 2.2151], [1.1217, 5.3516, 3.3001], [0.7106, 5.7354, 1.6254], [3.3865, 4.6444, -2.4513], [1.7571, 4.3435, -2.1519], [2.5971, 3.1124, -2.7729], [1.1530, -6.5595, -3.7815], [0.4827, -5.2095, -4.1234], [-0.5800, -4.8964, -3.0725], [-1.0312, -3.3939, -3.1856], [0.1406, -2.3541, -3.1228], [-2.0038, -3.0605, -2.0140], [-2.8508, -1.8718, -2.5629], [-2.7441, -1.8821, -4.0432], [-2.0021, -3.1918, -4.3721], [0.4194, -7.3567, -3.9018], [1.2856, -6.6393, -2.7025], [2.0398, -6.7588, -4.3831], [-0.0626, -5.1540, -5.0656], [1.3019, -4.5002, -4.2419], [-0.2305, -4.8639, -2.0405], [-1.4477, -5.5552, -3.0382], [-0.2965, -1.3699, -2.9541], [0.8216, -2.3983, -3.9726], [0.7158, -2.6063, -2.2319], [-1.3733, -2.8416, -1.1522], [-2.5422, -3.9510, -1.6895], [-2.3830, -0.9710, -2.1656], [-3.8841, -1.9692, -2.2298], [-2.2015, -1.0186, -4.4279], [-3.7156, -2.0160, -4.5191], [-1.4942, -3.1889, -5.3366], [-2.5632, -4.1253, -4.3285], [-1.1645, 2.2482, 3.2816], [-1.1604, 1.7991, 1.8134], [-1.8170, 2.8712, 0.9175], [-1.8839, 2.5926, -0.5976], [-0.4180, 2.4350, -1.1401], [-2.7084, 1.3488, -1.0111], [-4.1965, 1.8325, -1.1376], [-4.1093, 3.3595, -1.4207], [-2.5985, 3.7348, -1.3739], [-0.4549, 3.0437, 3.5090], [-0.7233, 1.4611, 3.8930], [-2.2272, 2.3459, 3.5035], [-1.8007, 0.9170, 1.8193], [-0.2747, 1.3195, 1.3967], [-1.1602, 3.7338, 1.0294], [-2.8284, 3.0819, 1.2651], [0.1101, 1.5597, -0.7618], [0.1092, 3.3720, -0.9608], [-0.4212, 2.1939, -2.2031], [-2.3717, 0.9691, -1.9757], [-2.5576, 0.5781, -0.2552], [-4.8766, 1.4624, -1.9049], [-4.7293, 1.6686, -0.2009], [-4.4735, 3.7265, -2.3803], [-4.7304, 3.9478, -0.7453], [-2.2152, 3.6390, -2.3898], [-2.2622, 4.6765, -0.9401], [0.7446, -5.2297, 3.3609], [0.3465, -3.7689, 3.6176], [1.3001, -2.7442, 2.9067], [0.7807, -1.3147, 3.1203], [-0.5401, -0.9530, 2.4182], [1.8016, -0.3288, 2.4459], [1.8037, 0.8683, 3.3243], [1.0625, 0.5259, 4.5864], [0.8986, -1.0044, 4.6122], [1.0982, -5.5569, 2.3832], [-0.1340, -5.8368, 3.5788], [1.4695, -5.4989, 4.1292], [0.1578, -3.5692, 4.6724], [-0.6133, -3.6366, 3.1182], [1.1692, -2.7279, 1.8247], [2.3517, -2.9208, 3.1328], [-1.2930, -1.4573, 3.0240], [-0.3900, -1.3814, 1.4272], [-0.7887, 0.1080, 2.4391], [1.4554, -0.0916, 1.4399], [2.7067, -0.9286, 2.3501], [1.3591, 1.7534, 2.8693], [2.8218, 1.2226, 3.4856], [0.1490, 1.0943, 4.7609], [1.7794, 0.7816, 5.3666], [0.0167, -1.3314, 5.1630], [1.8155, -1.4657, 4.9791], [-0.3067, -2.8518, 0.9471], [-0.4651, -4.1155, 0.5942], [-0.0328, -4.4738, -0.5053], [-1.0701, -4.8706, 1.3541], [0.0463, -2.6054, 0.0890], [0.2401, 0.0743, 0.1071], [-0.3514, -0.6180, -0.8215], [0.3338, -1.6165, -0.9707], [-1.2025, -0.1162, -1.5970], [0.8387, -0.6723, 0.1837], [-2.1901, 0.1135, -3.1878], [-1.8442, 0.9782, -4.0960], [-0.7102, 1.3983, -4.1166], [-2.6651, 1.4757, -4.8777], [-1.4871, 0.0488, -2.5373]],
  "forces_ev_per_a": [[-0.6, -0.6, 1.1], [1.1, 2.0, -0.7], [3.0, 0.9, 1.5], [2.2, 3.2, 0.1], [1.8, 0.6, -2.2], [-0.6, 0.7, 0.5], [6.0, 4.5, -0.9], [-5.2, -6.8, 1.7], [0.3, 0.8, -0.6], [1.2, 0.8, -0.2], [-1.4, -1.1, -1.1], [-0.2, 0.3, -0.2], [-0.1, -0.3, 0.0], [-0.3, 0.6, -0.6], [1.0, 0.1, 0.0], [6.1, 0.2, 0.2], [1.5, 2.5, -1.9], [3.0, 2.5, -0.5], [-0.2, 2.0, -1.2], [1.3, -0.1, 0.3], [-0.2, 0.3, -0.3], [-0.3, 0.1, -0.3], [-0.4, 0.4, -0.2], [0.2, -0.1, 0.3], [0.1, -0.5, 0.0], [-0.2, -0.6, -0.2], [0.8, -0.4, 1.0], [-0.3, 0.2, 0.8], [0.6, -0.3, -0.2], [-1.5, -0.1, -0.1], [-0.3, -0.6, 0.2], [1.2, 2.4, 0.5], [-0.9, -0.2, -0.3], [-0.4, -2.1, -1.0], [0.4, 0.2, -0.5], [0.0, -2.3, 2.4], [-0.1, -2.9, -2.1], [1.1, 0.0, 0.6], [0.1, -0.2, -0.6], [0.8, 0.4, 0.0], [-0.1, 0.0, 0.3], [0.4, -0.6, -0.5], [-0.3, 0.5, 0.6], [0.4, -0.7, -0.6], [-0.2, 0.3, -0.7], [0.2, -0.6, -0.9], [-0.7, -0.1, -0.5], [-0.2, -0.7, -1.5], [-0.6, 0.2, -0.6], [-0.1, -0.2, -0.6], [-2.5, -3.4, 0.5], [0.0, 0.0, 0.1], [-0.7, -1.6, -0.6], [-0.1, 0.6, -0.1], [0.3, 0.1, 0.2], [-0.6, 0.3, 0.0], [-0.3, -0.8, -0.6], [-2.9, -0.2, -0.5], [0.0, -0.5, -0.8], [0.2, -0.4, -0.7], [-6.4, 0.3, -0.2], [-2.9, 2.1, 1.0], [0.3, 1.4, 0.6], [0.6, 1.0, 0.5], [0.1, -1.2, 0.3], [-1.4, 0.8, 0.2], [-1.4, 0.2, -0.8], [0.3, 0.7, 0.7], [-1.0, 0.6, -0.3], [-2.8, 2.1, 1.3], [-1.3, 0.6, -0.4], [0.0, 0.1, -0.1], [-3.6, 0.4, 0.6], [-1.3, 0.7, 0.2], [-0.4, 0.4, -0.7], [-1.7, 2.2, 1.0], [-0.5, 0.4, 0.0], [0.9, -0.9, -0.2], [0.0, 0.1, 0.1], [0.1, -0.7, -0.3], [0.3, -0.1, 0.5], [0.1, 0.1, 0.0], [-0.4, 0.1, 0.0], [0.0, -0.2, 1.5], [0.2, 0.5, -2.1], [-1.7, -0.4, -0.1], [2.1, 0.9, 0.6], [0.5, -0.8, 2.5], [-1.0, -3.5, 0.8], [0.4, 0.2, 1.0], [1.5, -0.7, 2.1], [-0.7, 1.6, -1.2], [-0.1, 0.6, 0.0], [0.0, 0.0, -0.2], [0.4, -0.2, -0.1], [0.6, 0.0, 0.1], [-0.1, 0.0, 0.1], [0.7, -1.3, 0.6], [0.1, 0.9, 0.6], [-0.3, -0.3, -0.6], [-1.2, 0.9, 1.6], [1.3, -1.4, 0.8], [0.7, -2.0, 1.9], [0.4, 0.5, 0.3], [0.8, -2.7, 1.2], [0.0, -0.6, 0.4], [0.9, -0.7, 0.5], [-0.5, 0.1, 0.6], [0.2, -0.2, -0.2], [-0.2, -0.2, -0.1], [-0.9, -0.5, -0.7], [-2.2, -5.4, 1.0], [1.8, 0.9, -0.6], [-0.6, 0.4, 0.9], [0.7, 1.1, -0.7], [-3.1, -0.4, -1.2], [-0.4, 0.2, -4.6], [0.5, -1.3, 0.7], [9.4, -3.6, 13.9], [1.9, -0.5, 0.8], [-4.6, 5.3, -8.3], [-2.5, 2.5, -2.1], [5.2, 0.8, 1.1], [-1.8, -0.6, -0.3], [1.3, 0.2, -4.4]],
  "energy_ha": -2386.6818,
  "de_lowest_kcal_mol": 603.0,
  "orbital_gap_ha": 0.072,
  "homo_energy_ev": -9.19,
  "total_charge": 1
}

***

# 2
{
  "formula": "C6H61BrIN4O27",
  "method": "the ωB97M-V functional and the def2-TZVPD basis",
  "symbols": ["C", "C", "Br", "C", "N", "C", "N", "C", "I", "C", "O", "N", "O", "N", "H", "H", "H", "H", "H", "H", "H", "H", "H", "H", "H", "O", "H", "H", "O", "H", "H", "O", "H", "H", "O", "H", "H", "O", "H", "H", "O", "H", "H", "O", "H", "H", "O", "H", "H", "O", "H", "H", "O", "H", "H", "O", "H", "H", "O", "H", "H", "O", "H", "H", "O", "H", "H", "O", "H", "H", "O", "H", "H", "O", "H", "H", "O", "H", "H", "O", "H", "H", "O", "H", "H", "O", "H", "H", "O", "H", "H", "O", "H", "H", "O", "H", "H", "O", "H", "H"],
  "positions_angstrom": [[3.3757, 0.7023, 3.7250], [3.5054, 0.6575, 2.2102], [5.2864, -0.0949, 1.8183], [2.5264, -0.2550, 1.5327], [1.3407, 0.4917, 1.1492], [0.1487, 0.2444, 1.5305], [-0.2243, -0.7538, 2.3725], [-1.4967, -0.2554, 2.9298], [-1.1945, 1.6196, 4.0130], [-2.0887, 0.1746, 1.5568], [-2.1216, -1.0811, 0.8019], [-3.4596, -1.4841, 0.6248], [-3.7144, -2.4129, 1.2885], [-0.9571, 0.9711, 1.1209], [3.7323, 1.6575, 4.0681], [2.3604, 0.5351, 4.0708], [4.0071, -0.0358, 4.1924], [3.4580, 1.6417, 1.7977], [2.9380, -0.6964, 0.6426], [2.3069, -1.0833, 2.1819], [1.4635, 1.2672, 0.4972], [0.3845, -0.9211, 3.1701], [-2.0507, -0.9686, 3.5169], [-3.0614, 0.6474, 1.6598], [-1.0283, 1.0725, 0.1070], [-1.4669, -4.3130, 0.0122], [-1.2520, -3.7718, -0.7578], [-1.9167, -3.7092, 0.6130], [3.0625, 2.1298, -0.3479], [3.7714, 1.8949, -0.9659], [3.2027, 3.0820, -0.2074], [-0.3844, -3.5540, 3.7709], [-0.3941, -4.5047, 3.6145], [-1.1776, -3.2252, 3.3345], [5.1744, 2.1063, -2.7660], [5.5059, 2.5787, -3.5373], [4.9383, 1.2453, -3.1315], [5.3927, 0.9576, -5.2581], [4.6277, 0.5160, -5.6561], [6.1413, 0.3908, -5.4734], [-5.7497, -2.0016, 3.6848], [-6.2704, -2.8150, 3.7079], [-5.0553, -2.1874, 3.0438], [-5.5358, 0.6550, 1.7642], [-5.1556, -0.1576, 2.1084], [-6.3448, 0.3554, 1.3264], [0.8095, 3.4911, -1.7783], [1.3531, 2.8139, -1.3520], [0.0588, 3.0228, -2.1586], [-8.0036, -0.9961, 1.7602], [-8.8692, -1.3322, 2.0170], [-7.5373, -0.9023, 2.6025], [4.6845, -1.4222, -1.9225], [3.9074, -1.8821, -1.5901], [5.1719, -1.1580, -1.1308], [4.4476, 4.2690, -1.0671], [5.1458, 4.0139, -1.6782], [4.5830, 5.2165, -0.9271], [-3.3357, 0.8767, -1.3602], [-2.9692, 0.0510, -1.0328], [-4.1558, 0.6183, -1.7971], [-3.2875, -5.5826, -1.9798], [-2.6406, -5.2106, -1.3671], [-3.0345, -6.5060, -2.0918], [5.0192, 5.9454, -3.1838], [5.4355, 6.6697, -3.6636], [4.0800, 6.0235, -3.3831], [-4.5022, 1.1673, 5.5608], [-4.0547, 1.7159, 4.9053], [-4.8803, 0.4357, 5.0597], [2.6987, 0.5485, -6.4132], [2.7989, 0.9798, -7.2697], [2.1195, 1.1362, -5.9156], [-4.7727, 3.7823, 1.9336], [-4.8084, 2.8552, 1.6688], [-5.5463, 4.1818, 1.5225], [-3.8049, -3.9559, -4.5112], [-3.6214, -4.6116, -3.8250], [-2.9489, -3.5427, -4.6689], [7.0577, -2.3047, -0.0007], [6.7300, -3.2094, 0.0530], [7.6978, -2.3263, -0.7221], [9.6335, -0.7132, 1.4289], [8.8682, -1.1562, 1.0427], [10.3847, -1.2608, 1.1780], [-3.1085, -2.5565, 4.8419], [-2.6011, -2.2945, 5.6192], [-4.0078, -2.6752, 5.1710], [3.8691, 7.4778, -0.6807], [4.2741, 8.2268, -1.1302], [2.9279, 7.5630, -0.8684], [-3.3758, -1.1369, -5.2344], [-4.0882, -1.6041, -4.7768], [-3.2307, -1.6605, -6.0304], [-5.3864, -5.1009, 0.6847], [-4.7370, -5.3810, 0.0275], [-5.0921, -4.2330, 0.9777], [-4.2672, 1.6536, -4.8101], [-3.5811, 1.9416, -4.1998], [-4.0572, 0.7263, -4.9916]],
  "forces_ev_per_a": [[0.1, 0.0, -0.1], [1.0, -0.7, 0.9], [-0.2, 0.3, -0.2], [0.2, 0.0, -0.3], [0.0, 0.3, -0.4], [-0.8, -0.4, -0.1], [0.1, 1.0, 2.4], [-0.2, 0.7, -1.4], [-0.2, -0.5, 0.7], [0.7, -0.6, 2.2], [-0.2, 0.4, -0.1], [-1.0, 0.0, 0.2], [0.4, 0.0, -0.3], [-0.7, -1.3, -2.0], [0.0, 0.4, 0.3], [-0.3, 0.2, 0.0], [0.1, -0.4, 0.1], [0.2, 0.3, -0.4], [0.2, 0.1, -0.5], [-0.5, -0.3, 0.3], [0.6, 0.0, -0.1], [0.6, -0.5, -0.5], [-0.1, -0.2, 0.2], [0.1, 0.3, -0.7], [0.4, 0.7, 0.1], [-0.1, 0.1, -0.3], [0.2, 0.1, 0.1], [0.1, -0.1, 0.1], [-0.7, -0.3, 0.1], [0.0, 0.2, -0.1], [0.5, 0.0, -0.4], [0.1, 0.2, -0.2], [0.0, 0.0, 0.1], [-0.1, -0.2, 0.2], [-0.1, 0.0, 0.4], [-0.1, -0.1, -0.1], [0.2, 0.0, -0.2], [0.1, -0.3, -0.2], [-0.2, 0.2, 0.0], [0.0, 0.1, 0.1], [0.0, 0.0, 0.0], [-0.1, 0.1, 0.0], [0.0, -0.2, 0.1], [0.3, 0.0, -0.1], [-0.3, 0.0, 0.2], [-0.1, 0.1, 0.0], [-0.2, -0.2, 0.2], [0.3, 0.1, -0.2], [0.0, 0.1, -0.1], [0.2, 0.0, 0.3], [-0.1, 0.1, -0.2], [0.0, -0.1, 0.0], [-0.2, 0.2, 0.1], [0.1, 0.0, -0.1], [0.2, -0.1, 0.0], [0.0, 0.5, 0.5], [-0.1, -0.2, 0.0], [-0.1, 0.0, -0.1], [0.3, 0.0, 0.1], [-0.1, -0.1, -0.2], [0.0, 0.1, 0.0], [-0.1, 0.0, -0.1], [0.1, -0.1, 0.2], [0.0, 0.0, 0.0], [0.1, 0.1, -0.3], [0.0, -0.1, 0.0], [0.0, -0.1, 0.1], [0.2, -0.2, -0.1], [-0.2, 0.0, 0.1], [-0.1, 0.1, 0.0], [0.0, 0.1, 0.0], [0.0, -0.1, 0.0], [0.1, 0.0, 0.0], [0.1, -0.1, -0.1], [-0.2, 0.0, 0.0], [0.0, 0.0, 0.0], [0.2, 0.1, 0.0], [-0.2, -0.1, 0.2], [0.0, -0.1, 0.0], [0.1, 0.0, -0.1], [0.0, 0.0, 0.1], [-0.1, 0.0, -0.1], [0.0, -0.1, -0.1], [0.0, 0.0, 0.1], [0.0, 0.1, 0.1], [0.1, 0.2, 0.0], [0.0, -0.1, 0.0], [0.0, 0.1, -0.1], [-0.1, 0.0, 0.0], [0.1, -0.1, 0.0], [0.0, 0.0, 0.1], [-0.1, -0.1, 0.2], [0.1, -0.1, -0.1], [-0.1, 0.2, -0.1], [0.1, 0.1, 0.1], [-0.1, 0.0, -0.1], [-0.1, -0.1, -0.2], [0.0, -0.1, 0.2], [0.0, 0.0, -0.1], [0.1, 0.0, -0.2]],
  "energy_ha": -5387.0890,
  "orbital_gap_ha": 0.289,
  "homo_energy_ev": -12.60,
  "total_charge": 1
}